(1)
This record from the OMol25 dataset describes a 9-piece molecular cluster, C41H107N9O9 overall at a distorted geometry. The level of theory is ωB97M-V/def2-TZVPD.

gap between HOMO and LUMO: 8.97 eV
net charge: 0
highest occupied orbital energy: -0.318 Ha

Last column: Löwdin charge in e.
Cartesian coordinates (Å):
C: 18.89 -6.11 18.92  -0.0464
C: 17.80 -5.13 19.42  -0.4671
C: 17.45 -5.61 20.85  -0.0130
C: 18.41 -3.70 19.48  -0.1172
C: 17.37 -2.56 19.37  -0.1632
C: 16.41 -2.82 18.22  -0.1644
C: 15.65 -4.14 18.35  -0.5148
C: 14.56 -4.08 19.43  -0.0253
C: 15.00 -4.30 16.95  -0.0411
N: 16.65 -5.20 18.48  -0.1108
O: 16.05 -6.49 18.42  0.0017
H: 18.98 -5.95 17.84  0.0901
H: 19.81 -6.01 19.49  0.0856
H: 18.62 -7.16 18.97  0.0581
H: 17.86 -4.97 21.64  0.0757
H: 16.36 -5.65 20.90  0.0645
H: 17.80 -6.61 21.10  0.0492
H: 18.90 -3.57 20.44  0.1075
H: 19.10 -3.63 18.64  0.1155
H: 16.72 -2.58 20.24  0.1080
H: 17.90 -1.62 19.23  0.1124
H: 16.86 -2.64 17.24  0.1231
H: 15.62 -2.06 18.26  0.1153
H: 14.95 -4.14 20.45  0.0675
H: 13.91 -4.94 19.31  0.0822
H: 14.00 -3.15 19.36  0.0918
H: 14.07 -4.88 16.92  0.0761
H: 15.61 -4.85 16.23  0.0879
H: 14.65 -3.38 16.48  0.0813
H: 15.51 -6.49 19.23  0.0814
C: 18.63 -8.97 22.09  -0.1101
O: 19.29 -8.22 23.10  -0.1852
C: 20.70 -8.40 23.02  -0.1897
C: 21.37 -8.31 24.37  -0.3955
C: 21.33 -6.98 25.12  -0.0470
N: 22.82 -8.58 24.22  0.0490
H: 18.98 -8.70 21.09  0.0701
H: 17.60 -8.61 22.03  0.0807
H: 18.66 -10.05 22.25  0.0828
H: 20.98 -9.35 22.57  0.1116
H: 21.08 -7.61 22.36  0.1229
H: 21.00 -9.07 25.08  0.1322
H: 20.27 -6.88 25.40  0.0512
H: 21.50 -6.09 24.51  0.0760
H: 21.84 -6.98 26.08  0.0841
H: 23.14 -7.76 23.70  0.0345
H: 23.00 -9.33 23.57  0.0271
C: 22.60 -3.56 26.86  -0.0736
O: 23.27 -4.65 27.52  -0.2360
C: 24.20 -4.22 28.50  -0.2077
C: 24.97 -5.40 29.05  -0.4256
C: 25.74 -5.09 30.32  -0.0873
N: 26.02 -5.90 28.09  0.0365
H: 22.47 -2.74 27.57  0.0873
H: 21.63 -3.99 26.63  0.0825
H: 23.11 -3.36 25.92  0.0793
H: 24.93 -3.55 28.03  0.1278
H: 23.62 -3.68 29.25  0.1263
H: 24.27 -6.22 29.26  0.1364
H: 25.10 -5.03 31.20  0.0742
H: 26.47 -4.28 30.29  0.0786
H: 26.35 -5.97 30.51  0.0707
H: 25.71 -5.87 27.11  0.0032
H: 26.01 -6.90 28.25  0.0688
C: 17.36 -16.40 24.44  -0.1127
O: 17.66 -15.02 24.54  -0.2069
C: 17.05 -14.47 25.68  -0.2048
C: 16.68 -13.02 25.34  -0.4338
C: 17.79 -12.11 24.89  -0.0632
N: 15.91 -12.44 26.44  0.0369
H: 17.46 -16.86 25.42  0.0876
H: 17.97 -16.89 23.68  0.0844
H: 16.33 -16.69 24.19  0.0875
H: 16.08 -14.90 25.95  0.1223
H: 17.66 -14.54 26.59  0.1331
H: 15.95 -13.06 24.53  0.1234
H: 18.49 -11.90 25.70  0.0870
H: 17.45 -11.19 24.41  0.0589
H: 18.38 -12.61 24.11  0.0483
H: 15.33 -11.67 26.12  0.0670
H: 16.51 -11.94 27.09  0.0670
C: 20.59 -14.92 22.96  -0.0812
O: 21.86 -14.33 23.23  -0.2138
C: 22.18 -13.22 22.41  -0.2179
C: 23.16 -12.29 23.18  -0.3896
C: 22.52 -11.87 24.47  -0.0534
N: 23.58 -11.16 22.30  0.0284
H: 20.42 -14.92 21.88  0.0839
H: 19.79 -14.41 23.51  0.0686
H: 20.73 -15.92 23.36  0.0935
H: 22.56 -13.52 21.43  0.1252
H: 21.20 -12.73 22.28  0.1014
H: 23.98 -12.99 23.38  0.1395
H: 22.10 -12.74 24.97  0.0839
H: 21.80 -11.05 24.48  0.0597
H: 23.31 -11.59 25.18  0.0860
H: 24.29 -10.70 22.88  0.0799
H: 24.24 -11.58 21.64  0.0872
C: 18.50 -12.75 20.11  -0.0719
O: 17.28 -13.50 20.25  -0.2185
C: 16.88 -13.73 21.60  -0.1974
C: 15.33 -13.69 21.62  -0.4151
C: 14.76 -14.67 20.58  -0.0542
N: 14.93 -12.30 21.34  0.0338
H: 18.23 -11.75 20.44  0.0721
H: 18.90 -12.83 19.10  0.0837
H: 19.23 -13.18 20.81  0.0572
H: 17.18 -14.74 21.88  0.1162
H: 17.28 -12.94 22.24  0.0932
H: 14.90 -13.88 22.61  0.1212
H: 13.69 -14.61 20.74  0.0765
H: 15.02 -15.71 20.77  0.0760
H: 15.06 -14.41 19.57  0.0753
H: 15.56 -11.65 21.80  0.0548
H: 15.19 -12.15 20.37  0.0679
C: 16.95 -3.84 24.79  -0.1211
O: 16.63 -4.91 25.64  -0.1778
C: 16.77 -6.16 24.98  -0.2108
C: 16.58 -7.32 25.96  -0.4071
C: 17.72 -7.54 26.99  -0.0387
N: 16.49 -8.55 25.16  0.0355
H: 16.79 -2.91 25.33  0.0875
H: 16.29 -3.81 23.91  0.0789
H: 17.97 -3.91 24.38  0.0821
H: 15.97 -6.19 24.23  0.1240
H: 17.76 -6.29 24.52  0.1174
H: 15.64 -7.30 26.52  0.1374
H: 17.56 -8.44 27.56  0.0728
H: 17.82 -6.64 27.60  0.0783
H: 18.63 -7.65 26.39  0.0486
H: 17.25 -8.61 24.48  0.0390
H: 15.65 -8.43 24.59  0.0703
C: 20.21 -10.47 16.08  -0.1196
O: 21.05 -10.22 17.17  -0.1992
C: 20.40 -9.69 18.33  -0.1883
C: 21.33 -9.69 19.54  -0.4037
C: 22.77 -9.32 19.08  -0.0477
N: 21.37 -10.99 20.20  0.0583
H: 19.57 -11.34 16.26  0.0829
H: 20.80 -10.74 15.20  0.0867
H: 19.53 -9.68 15.76  0.0885
H: 20.19 -8.64 18.11  0.1099
H: 19.46 -10.23 18.48  0.1174
H: 21.03 -8.91 20.25  0.0978
H: 23.55 -9.56 19.81  0.0623
H: 22.80 -8.26 18.82  0.0747
H: 23.07 -9.87 18.19  0.0712
H: 22.09 -10.87 20.91  0.0132
H: 21.65 -11.70 19.54  0.0844
C: 23.38 -5.79 21.77  -0.0813
O: 24.22 -6.81 22.33  -0.2227
C: 25.31 -6.23 23.05  -0.1818
C: 25.06 -5.52 24.40  -0.3851
C: 26.22 -4.64 24.84  -0.0570
N: 24.80 -6.48 25.53  0.0334
H: 23.90 -4.95 21.33  0.0945
H: 22.71 -5.46 22.57  0.0690
H: 22.77 -6.36 21.06  0.0772
H: 26.10 -6.99 23.06  0.1344
H: 25.77 -5.48 22.39  0.1138
H: 24.07 -5.04 24.39  0.1165
H: 26.02 -4.13 25.78  0.0613
H: 26.37 -3.88 24.06  0.0761
H: 27.17 -5.16 24.96  0.0891
H: 24.34 -7.26 25.07  0.0359
H: 24.01 -6.08 26.02  0.0392


(2)
This record from the OMol25 dataset describes a 11-piece molecular cluster, C41H108N4O13 overall at a distorted geometry. The level of theory is ωB97M-V/def2-TZVPD.

gap between HOMO and LUMO: 8.84 eV
net charge: 0
highest occupied orbital energy: -0.309 Ha

Last column: Löwdin charge in e.
Cartesian coordinates (Å):
C: 4.61 1.82 -1.41  -0.1001
O: 3.58 1.50 -0.48  -0.2259
C: 2.26 1.44 -1.08  -0.1622
C: 1.11 1.33 -0.09  -0.3643
C: 1.27 0.13 0.87  -0.0147
N: -0.11 1.38 -0.92  0.0821
H: 5.59 1.79 -0.94  0.0721
H: 4.42 2.85 -1.74  0.0919
H: 4.71 1.18 -2.29  0.0897
H: 2.15 2.39 -1.61  0.1104
H: 2.24 0.71 -1.89  0.1254
H: 1.07 2.23 0.53  0.1298
H: 2.16 0.17 1.50  0.0588
H: 1.35 -0.75 0.23  0.0674
H: 0.47 -0.04 1.60  0.0602
H: -0.88 1.55 -0.29  0.0466
H: -0.38 0.49 -1.32  0.0520
C: -0.82 0.78 8.06  -0.0861
O: -0.66 1.08 6.68  -0.1868
C: -1.51 2.00 6.05  -0.2276
C: -1.48 1.91 4.52  -0.3705
C: -0.23 2.58 3.86  -0.0323
N: -2.55 2.75 3.98  0.0250
H: -0.62 1.65 8.69  0.0877
H: -0.07 0.06 8.36  0.0845
H: -1.79 0.34 8.28  0.0881
H: -2.56 1.82 6.26  0.1164
H: -1.37 3.02 6.40  0.1311
H: -1.64 0.86 4.28  0.1368
H: 0.61 1.89 3.90  0.0618
H: 0.02 3.51 4.36  0.0879
H: -0.31 2.85 2.80  0.0664
H: -2.22 3.70 3.99  0.0931
H: -3.30 2.80 4.67  0.0840
C: -2.98 -0.94 0.45  -0.0720
O: -1.75 -1.66 0.59  -0.2396
C: -1.59 -2.15 1.93  -0.1864
C: -0.61 -3.32 1.95  -0.1991
N: -1.13 -4.56 1.36  -0.0327
C: -0.11 -5.59 1.27  -0.2052
C: -0.57 -6.81 0.50  -0.2066
O: -1.72 -7.39 1.17  -0.2051
C: -2.30 -8.46 0.46  -0.1192
H: -3.05 -0.61 -0.59  0.0741
H: -3.05 -0.08 1.13  0.0745
H: -3.86 -1.55 0.63  0.0935
H: -2.54 -2.39 2.40  0.1273
H: -1.18 -1.31 2.50  0.0959
H: -0.28 -3.39 2.99  0.1168
H: 0.27 -3.02 1.38  0.0997
H: -1.48 -4.32 0.44  0.0809
H: 0.29 -5.85 2.25  0.1271
H: 0.71 -5.20 0.66  0.1089
H: 0.18 -7.60 0.52  0.1197
H: -0.74 -6.58 -0.55  0.1151
H: -1.59 -9.22 0.11  0.0789
H: -2.76 -8.01 -0.42  0.0837
H: -2.93 -8.90 1.22  0.0904
C: -2.52 1.01 -3.99  -0.1060
O: -3.48 -0.03 -3.95  -0.1882
C: -4.61 0.26 -3.15  -0.2078
C: -5.50 -1.02 -2.89  -0.1929
N: -6.16 -1.47 -4.09  -0.0595
C: -6.91 -2.73 -3.94  -0.1852
C: -8.31 -2.55 -3.17  -0.2030
O: -9.19 -1.68 -3.82  -0.2018
C: -9.13 -1.58 -5.26  -0.0971
H: -1.81 0.91 -3.17  0.0568
H: -2.90 2.02 -4.11  0.0958
H: -1.82 0.85 -4.82  0.0890
H: -5.27 1.06 -3.49  0.1238
H: -4.27 0.64 -2.19  0.0774
H: -6.21 -0.69 -2.13  0.1148
H: -4.88 -1.82 -2.48  0.0987
H: -5.49 -1.52 -4.85  0.1120
H: -6.36 -3.52 -3.43  0.1040
H: -7.21 -3.13 -4.91  0.0930
H: -8.13 -2.05 -2.22  0.1034
H: -8.84 -3.49 -2.99  0.1131
H: -9.15 -2.59 -5.68  0.0793
H: -8.24 -1.03 -5.58  0.0759
H: -10.03 -1.09 -5.62  0.0834
C: 0.14 6.29 -3.09  -0.0440
C: 0.42 5.13 -2.09  -0.4716
C: -0.59 5.23 -0.94  -0.0673
O: 0.08 3.93 -2.73  -0.0755
H: -0.91 6.45 -3.35  0.0778
H: 0.68 6.02 -4.00  0.0731
H: 0.58 7.15 -2.58  0.0752
H: 1.44 5.12 -1.70  0.1295
H: -0.31 6.04 -0.25  0.0781
H: -0.62 4.33 -0.33  0.0591
H: -1.62 5.46 -1.23  0.0712
H: 0.11 3.21 -2.09  0.0205
C: 4.66 -1.78 0.12  -0.0592
C: 3.97 -2.98 -0.49  -0.5011
C: 3.08 -2.55 -1.67  -0.0384
O: 4.94 -3.86 -0.95  -0.0378
H: 3.96 -1.03 0.49  0.0533
H: 5.36 -1.32 -0.57  0.0814
H: 5.26 -2.04 0.99  0.0834
H: 3.39 -3.50 0.26  0.1329
H: 2.46 -3.36 -2.06  0.0754
H: 3.76 -2.33 -2.50  0.0782
H: 2.49 -1.65 -1.51  0.0471
H: 5.51 -3.39 -1.56  0.0863
C: 2.47 -0.31 5.31  -0.0365
C: 1.86 -1.45 4.47  -0.4979
C: 2.97 -1.93 3.51  -0.0475
O: 1.45 -2.55 5.21  -0.0269
H: 2.81 0.51 4.68  0.0479
H: 3.32 -0.64 5.90  0.0884
H: 1.73 0.12 5.99  0.0617
H: 1.02 -1.05 3.89  0.1123
H: 3.75 -2.43 4.09  0.0881
H: 3.41 -1.06 3.02  0.0493
H: 2.73 -2.63 2.71  0.0664
H: 0.66 -2.24 5.66  0.0913
C: -2.26 -3.65 -2.22  -0.0170
C: -0.77 -3.16 -2.34  -0.4718
C: -0.65 -1.84 -3.08  -0.0507
O: -0.17 -2.94 -1.13  -0.0739
H: -2.34 -4.62 -1.73  0.0610
H: -2.79 -3.75 -3.17  0.0768
H: -2.83 -3.01 -1.54  0.0554
H: -0.15 -3.87 -2.89  0.1349
H: 0.34 -1.38 -3.01  0.0757
H: -1.24 -1.12 -2.52  0.0504
H: -0.96 -1.89 -4.12  0.0911
H: -0.61 -2.24 -0.64  0.0397
C: -3.37 3.22 -0.74  -0.0626
C: -3.41 3.27 0.74  -0.5141
C: -4.81 3.01 1.28  -0.0402
O: -2.39 2.41 1.22  -0.0905
H: -2.37 3.04 -1.12  0.0551
H: -3.61 4.18 -1.19  0.0886
H: -4.06 2.45 -1.10  0.0669
H: -3.08 4.25 1.09  0.1321
H: -5.53 3.58 0.70  0.0861
H: -4.79 3.35 2.32  0.0607
H: -5.00 1.94 1.32  0.0805
H: -2.37 2.42 2.18  0.0116
C: 5.87 2.88 2.30  -0.0400
C: 4.45 2.46 2.69  -0.5226
C: 4.05 2.97 4.10  -0.0476
O: 3.54 2.94 1.81  -0.0425
H: 6.14 2.41 1.35  0.0595
H: 6.61 2.68 3.07  0.0776
H: 5.93 3.96 2.10  0.0818
H: 4.37 1.37 2.74  0.1194
H: 3.02 2.69 4.32  0.0480
H: 4.12 4.06 4.09  0.0795
H: 4.67 2.61 4.92  0.0786
H: 3.65 2.59 0.92  0.0462
C: 8.44 0.98 -4.93  -0.0568
C: 7.33 1.98 -4.62  -0.4519
C: 7.43 2.56 -3.17  -0.0645
O: 7.40 3.12 -5.51  -0.0595
H: 8.26 0.40 -5.84  0.0764
H: 8.60 0.22 -4.17  0.0763
H: 9.40 1.49 -5.02  0.0838
H: 6.34 1.53 -4.68  0.1217
H: 8.32 3.17 -3.07  0.0810
H: 7.57 1.81 -2.39  0.0679
H: 6.56 3.17 -2.92  0.0595
H: 6.78 3.79 -5.23  0.0802


(3)
This record from the OMol25 dataset describes C41H24Br3Cl3F10GeN7O2W as an isolated structure. The level of theory is ωB97M-V/def2-TZVPD.

gap between HOMO and LUMO (alpha / beta): 6.20 / 5.33 eV
net charge: +2
highest occupied orbital energy (alpha / beta): -0.495 / -0.494 Ha
2S+1: 2

Last column: Löwdin spin population.
Cartesian coordinates (Å):
W: -0.31 -0.05 0.47  -0.0247
C: -1.54 -2.61 -1.58  -0.0001
N: -0.31 -2.21 -0.84  0.0017
C: 0.00 -3.28 0.13  0.0003
C: 0.97 -2.72 1.13  0.0011
N: 0.45 -1.45 1.66  0.0111
C: 0.86 -1.24 3.02  0.0003
C: 0.04 -0.56 3.91  0.0011
F: -1.15 -0.10 3.48  0.0004
C: 0.39 -0.30 5.22  -0.0002
F: -0.43 0.40 6.00  -0.0001
C: 1.60 -0.76 5.71  0.0012
F: 1.95 -0.51 6.96  0.0004
C: 2.43 -1.48 4.87  -0.0002
F: 3.59 -1.93 5.31  -0.0002
C: 2.07 -1.71 3.55  0.0010
F: 2.95 -2.38 2.82  0.0003
C: 0.80 -2.14 -1.83  0.0004
C: 1.10 -0.69 -2.12  0.0005
N: 1.23 -0.06 -0.81  0.0088
C: 2.36 0.79 -0.67  0.0004
C: 3.24 0.68 0.39  0.0006
F: 3.09 -0.28 1.30  0.0003
C: 4.34 1.52 0.51  -0.0001
F: 5.16 1.37 1.55  -0.0001
C: 4.61 2.48 -0.45  0.0005
F: 5.66 3.28 -0.33  0.0002
C: 3.77 2.58 -1.55  -0.0002
F: 3.99 3.49 -2.49  0.0000
C: 2.67 1.74 -1.65  0.0000
F: 1.88 1.88 -2.72  0.0001
H: -1.34 -3.54 -2.11  0.0000
H: -1.81 -1.84 -2.29  -0.0001
H: -2.36 -2.77 -0.89  0.0000
H: 0.41 -4.16 -0.38  0.0001
H: -0.92 -3.59 0.62  0.0000
H: 1.94 -2.52 0.68  0.0007
H: 1.11 -3.44 1.94  0.0001
H: 0.52 -2.70 -2.73  0.0000
H: 1.68 -2.61 -1.40  0.0000
H: 0.32 -0.22 -2.72  0.0007
H: 2.03 -0.60 -2.68  0.0000
Br: -4.34 8.95 0.07  0.0087
C: -3.79 7.90 -1.37  0.0205
C: -4.09 6.54 -1.37  -0.0002
C: -3.68 5.75 -2.42  0.0182
C: -2.96 6.35 -3.46  0.0383
C: -2.71 7.71 -3.50  0.0167
C: -3.11 8.49 -2.43  -0.0021
N: -2.50 5.59 -4.57  0.1891
N: -2.38 4.39 -4.60  0.3019
C: -2.10 3.40 -3.70  0.0792
C: -2.73 2.17 -3.91  0.0669
C: -2.53 1.11 -3.04  0.0099
C: -1.64 1.26 -1.98  0.0919
O: -1.42 0.27 -1.16  0.0694
C: -0.94 2.51 -1.79  0.0119
N: -0.08 2.55 -0.75  0.0193
C: 0.62 3.64 -0.55  -0.0085
C: 0.54 4.76 -1.41  0.0163
C: -0.33 4.73 -2.46  -0.0010
C: -1.13 3.58 -2.66  0.0278
H: -4.67 6.12 -0.56  -0.0004
H: -3.92 4.69 -2.45  0.0007
H: -2.20 8.14 -4.35  0.0007
H: -2.91 9.55 -2.42  -0.0003
H: -3.40 2.07 -4.75  0.0022
H: -3.05 0.18 -3.17  -0.0012
H: 1.29 3.65 0.30  -0.0006
H: 1.18 5.61 -1.23  0.0009
H: -0.39 5.57 -3.14  -0.0001
Br: 2.64 2.40 3.72  0.0001
C: 0.88 2.83 3.30  0.0004
C: 0.23 3.91 3.95  0.0000
C: -1.05 4.27 3.63  0.0003
Br: -1.83 5.74 4.49  0.0001
C: -1.79 3.54 2.65  0.0004
C: -3.10 3.82 2.21  0.0007
C: -3.66 3.03 1.24  0.0005
C: -2.95 1.93 0.74  0.0007
N: -1.73 1.63 1.15  0.0007
C: -1.15 2.46 2.06  0.0003
C: 0.17 2.14 2.35  -0.0004
O: 0.63 1.06 1.67  -0.0013
H: 0.78 4.47 4.70  0.0000
H: -3.65 4.65 2.64  0.0000
H: -4.66 3.20 0.88  0.0000
H: -3.40 1.28 -0.01  0.0006
Cl: -2.81 -3.13 1.98  0.0026
Ge: -2.74 -1.14 1.23  0.0075
Cl: -3.96 -0.16 2.71  0.0026
Cl: -4.20 -1.14 -0.41  0.0014


Energy relative to the best compared isomer or geometry (same formula, charge and spin)? In order: 0.0000, 0.6268, 0.0000 eV.